(i)
Density functional theory data (ωB97M-V/def2-TZVPD) for the molecule C8H12N2S.

ORCA input file:
```
! wB97M-V def2-TZVPD RIJCOSX def2/J DEFGRID3
* xyz 0 1
C 1.99782 0.83213 0.49226
C -2.79619 0.30396 -0.06175
C -0.57614 0.37003 0.26694
C 2.41555 -0.55330 0.12779
C 1.50319 -1.28875 -0.74767
C 0.37972 -2.04144 -0.01717
C -0.62445 -1.05656 0.66077
C -1.79294 2.54272 -0.19385
N 0.65465 1.09446 0.47918
N -1.70148 1.03906 -0.06242
S -2.49391 -1.40318 0.09333
H 2.66222 1.58329 0.61853
H -3.65368 0.59029 -0.61666
H 3.37662 -0.41615 -0.25622
H 2.57938 -1.02589 1.09094
H 1.06839 -0.80044 -1.67724
H 2.09871 -2.18305 -1.20412
H -0.07872 -2.73027 -0.74881
H 0.93206 -2.66312 0.70038
H -0.55650 -0.98590 1.73616
H -0.64061 2.94179 -0.20434
H -2.43904 2.91685 0.65492
H -2.31463 2.93347 -1.13093
*
```

Computed properties:
Kohn-Sham gap (alpha / beta)	6.8 / 6.7	eV
LUMO level (alpha / beta)	0.7 / 0.7	eV
E_HOMO (alpha / beta)	-6.11 / -6.05	eV

***

(ii)
Density functional theory data (ωB97M-V/def2-TZVPD) for a 2-piece molecular cluster, C8H12N2S overall.

ORCA input file:
```
! wB97M-V def2-TZVPD RIJCOSX def2/J DEFGRID3
* xyz 0 1
C 1.24587 1.99961 -1.12302
C -0.08668 1.99539 -1.68404
C 1.89139 0.74710 -0.83504
C 0.91545 0.73600 2.60392
C -0.75036 0.83169 -1.71935
C -0.05272 -0.34508 -1.38826
C -1.75995 -1.74568 -0.14325
C -0.73677 -1.63699 -1.29898
N 1.18363 -0.36215 -0.91230
N 1.24889 -0.52614 2.30272
S -0.24246 0.84293 3.92197
H 1.62182 2.95205 -0.78716
H -0.58881 2.96769 -1.77597
H 2.92505 0.72909 -0.58596
H -1.78202 0.58438 -2.05356
H -0.51608 2.18475 4.10945
H -2.36649 -2.63159 -0.37293
H -2.21561 -0.82493 -0.04652
H -1.38521 -1.89928 0.79811
H -1.36218 -1.92875 -2.12289
H 0.03082 -2.57939 -1.21522
H 2.00513 -0.66246 1.65896
H 0.77729 -1.42824 2.66932
*
```

Computed properties:
Kohn-Sham gap	9.1	eV
LUMO level	0.8	eV
E_HOMO	-8.29	eV

***

The structure with the least stability is (i).

***

(i)
Density functional theory data (ωB97M-V/def2-TZVPD) for a 2-piece molecular cluster, C4H9N5 overall.

ORCA input file:
```
! wB97M-V def2-TZVPD RIJCOSX def2/J DEFGRID3
* xyz 0 1
C -1.95423 -1.40251 -1.84781
C -0.39951 0.25278 -0.54268
C 0.51463 1.15970 1.11435
C 1.08397 -0.07749 1.08035
H -2.16608 -1.43330 -3.16753
H -3.01813 -1.05939 -1.28516
H -1.32549 -2.30826 -1.30364
H -1.52586 0.65773 -2.21499
H -0.28273 2.83380 1.37755
H 1.76635 2.59423 1.20286
H 2.79870 -1.04591 1.49901
H 2.03142 -0.71333 2.77867
H 0.66592 -1.38154 -0.69772
N -0.85831 -0.11231 -1.92524
N -0.25775 1.44785 0.06752
N 0.83448 2.24826 1.95391
N 1.82881 -1.00490 1.80295
N 0.26382 -0.65543 0.10758
*
```

Computed properties:
Kohn-Sham gap	8.3	eV
LUMO level	0.7	eV
E_HOMO	-7.68	eV

***

(ii)
Density functional theory data (ωB97M-V/def2-TZVPD) for a 2-piece molecular cluster, C4H9N5 overall.

ORCA input file:
```
! wB97M-V def2-TZVPD RIJCOSX def2/J DEFGRID3
* xyz 0 1
C 2.60488 -0.54574 0.43169
C 1.04823 0.41409 -0.81338
C -1.84869 1.34910 0.42426
C -1.70085 0.09320 -0.34873
N 1.38506 -0.75661 -0.25271
N 2.99103 0.68396 0.38318
N 2.00298 1.25820 -0.29785
N -1.39586 -2.23609 -0.21620
N -1.49655 -1.02659 0.19674
H 3.18959 -1.34927 0.89376
H -0.80311 1.84393 0.48633
H -2.57306 1.99408 -0.01903
H -2.30518 1.37357 1.49345
H -1.52394 -0.07867 -1.34865
H 2.20597 2.21345 -0.50828
H -1.20655 -2.37389 -1.27565
H 1.05210 -1.68863 -0.47003
H -1.62604 -1.16809 1.24112
*
```

Computed properties:
Kohn-Sham gap	8.3	eV
LUMO level	1.0	eV
E_HOMO	-7.35	eV

***

The structure with the least stability is (i).

***

(i)
Density functional theory data (ωB97M-V/def2-TZVPD) for a 2-piece molecular cluster, C4H9N5 overall.

ORCA input file:
```
! wB97M-V def2-TZVPD RIJCOSX def2/J DEFGRID3
* xyz 0 1
C -1.12899 -0.57995 -1.42733
C 0.11545 0.60507 0.02158
C 1.18823 -0.60336 -2.00948
C -1.71178 1.21159 1.43658
N -2.00533 -0.05159 -0.63212
N 1.48332 -1.51853 1.33312
N 0.12849 -0.16481 -1.13051
N -1.11099 0.59472 0.31199
N 1.75989 -0.41368 1.92881
H -1.29962 -1.08231 -2.26683
H 0.74025 -1.05697 -2.90764
H 1.66485 0.45945 -2.34706
H 1.91017 -1.35253 -1.58464
H -0.90407 1.31581 2.28054
H -2.18357 2.17907 1.16427
H -2.50697 0.48545 1.71035
H 2.52698 -0.45860 2.59994
H 1.33369 0.43117 1.51843
*
```

Computed properties:
Kohn-Sham gap	8.7	eV
LUMO level	1.0	eV
E_HOMO	-7.70	eV

***

(ii)
Density functional theory data (ωB97M-V/def2-TZVPD) for the molecule C4H9N5.

ORCA input file:
```
! wB97M-V def2-TZVPD RIJCOSX def2/J DEFGRID3
* xyz 0 1
C -1.05351 -0.75406 -0.10187
C -0.04354 -1.54790 -0.67774
C 1.34435 -0.02074 1.84348
C 0.38656 1.37744 0.37758
H -0.46219 1.45365 -1.92634
H -1.40229 2.53676 -1.19813
H -1.85368 -0.78678 -0.87119
H -1.98588 -1.03946 0.80399
H -0.06927 -0.99327 -1.84488
H -0.53753 -2.56161 -0.49250
H 1.93931 -0.68198 -0.14203
H 1.31147 0.08309 2.86526
H 0.67653 2.21850 -0.24391
N -1.27700 1.45284 -1.22209
N -0.78194 0.74824 -0.01280
N 1.27896 -1.47760 0.06393
N 1.21986 -1.28312 1.47301
N 1.30981 1.27601 1.30624
*
```

Computed properties:
Kohn-Sham gap	8.8	eV
LUMO level	0.4	eV
E_HOMO	-8.34	eV

***

The structure with the least stability is (ii).

***

(i)
Density functional theory data (ωB97M-V/def2-TZVPD) for C5H5NS as an isolated structure.

ORCA input file:
```
! wB97M-V def2-TZVPD RIJCOSX def2/J DEFGRID3
* xyz 0 1
C -1.35790 -1.14797 0.87015
C -0.70858 0.64650 -0.25703
C 0.22061 1.41875 -0.73324
C 1.34672 -0.54019 -0.19025
C -0.07287 -0.57909 0.19450
H -1.28398 -1.46122 1.95530
H -1.69493 -2.12482 0.46710
H 0.10912 2.55809 -1.00666
H 2.08605 1.16322 -1.32676
H 2.07349 -1.19338 -0.14991
N 1.48819 0.86782 -0.50152
S -2.20593 0.39229 0.67834
*
```

Computed properties:
Kohn-Sham gap	9.0	eV
LUMO level	0.9	eV
E_HOMO	-8.09	eV

***

(ii)
Density functional theory data (ωB97M-V/def2-TZVPD) for the molecule C5H5NS.

ORCA input file:
```
! wB97M-V def2-TZVPD RIJCOSX def2/J DEFGRID3
* xyz 0 1
C -0.25948 2.48478 -0.61484
C -0.45904 -0.04953 -0.15372
C 0.09298 -1.33300 0.35557
C 0.53764 -2.40314 0.68767
C 1.12728 -3.62065 1.10137
H -0.24023 2.60225 0.43313
H -1.34871 2.37548 -0.93343
H 0.25574 3.32487 -1.10334
H -0.86459 0.48844 0.66562
H -1.23579 -0.32587 -0.80055
N 1.73264 -4.54315 1.47157
S 0.66158 0.99952 -1.10906
*
```

Computed properties:
Kohn-Sham gap	9.9	eV
LUMO level	0.6	eV
E_HOMO	-9.32	eV

***

(iii)
Density functional theory data (ωB97M-V/def2-TZVPD) for the molecule C5H5NS.

ORCA input file:
```
! wB97M-V def2-TZVPD RIJCOSX def2/J DEFGRID3
* xyz 0 1
C -0.34050 0.33118 0.08872
C 0.50892 -0.82087 0.12174
C 1.95350 -0.96696 -0.06365
C -1.75458 0.17559 -0.11002
C -2.94843 -0.15733 -0.32402
H 1.35046 1.50024 0.23103
H -0.24471 2.39575 -0.00619
H 0.04496 -1.75045 0.28383
H 2.23152 -1.97633 0.03972
H -4.01563 -0.61461 -0.11168
N 0.25246 1.55844 0.05455
S 2.96204 0.32534 -0.20403
*
```

Computed properties:
Kohn-Sham gap	7.4	eV
LUMO level	-0.8	eV
E_HOMO	-8.18	eV

***

The structure with the least stability is (iii).

***

(i)
Density functional theory data (ωB97M-V/def2-TZVPD) for a 2-piece molecular cluster, C3H3NO2 overall.

ORCA input file:
```
! wB97M-V def2-TZVPD RIJCOSX def2/J DEFGRID3
* xyz 0 1
C -0.91523 -0.11847 0.06266
C 0.21226 -0.91163 -0.60311
C 0.17924 0.77783 0.58363
N 1.16770 0.07598 -0.17785
O -2.09385 -0.02752 0.04750
O 0.68609 1.41348 -0.47870
H 0.39952 -1.89112 0.07436
H 0.13942 -1.01703 -1.71880
H 0.22485 1.69848 2.21031
*
```

Computed properties:
Kohn-Sham gap (alpha / beta)	9.3 / 9.3	eV
LUMO level (alpha / beta)	-0.5 / -0.5	eV
E_HOMO (alpha / beta)	-9.88 / -9.89	eV

***

(ii)
Density functional theory data (ωB97M-V/def2-TZVPD) for C3H3NO2 as an isolated structure.

ORCA input file:
```
! wB97M-V def2-TZVPD RIJCOSX def2/J DEFGRID3
* xyz 0 1
C 0.05005 -0.94477 0.81305
C -0.48473 0.63616 -1.23438
O -0.85337 -0.52307 -0.76467
C 0.54170 1.27848 -0.30259
O -0.96992 1.29629 -2.13023
N 1.33945 1.56761 0.49501
H -0.86615 -1.37337 1.20744
H 0.77183 -1.54993 0.27433
H 0.47114 -0.38740 1.64206
*
```

Computed properties:
Kohn-Sham gap	10.3	eV
LUMO level	-1.0	eV
E_HOMO	-11.28	eV

***

(iii)
Density functional theory data (ωB97M-V/def2-TZVPD) for the molecule C3H3NO2.

ORCA input file:
```
! wB97M-V def2-TZVPD RIJCOSX def2/J DEFGRID3
* xyz 0 1
C 0.00488 -0.14043 0.10636
C -1.86301 -0.06415 0.03670
C 1.49025 0.07685 -0.02858
N -0.89951 -0.87221 0.70592
O -3.02604 0.05982 -0.08765
O -0.91515 0.82704 -0.56283
H 1.50468 -0.41556 -0.95178
H 1.99790 -0.56466 0.76985
H 1.70600 1.09330 0.01200
*
```

Computed properties:
Kohn-Sham gap	11.3	eV
LUMO level	0.2	eV
E_HOMO	-11.09	eV

***

The structure with the least stability is (i).

***

(i)
Density functional theory data (ωB97M-V/def2-TZVPD) for the molecule C3H3NO2.

ORCA input file:
```
! wB97M-V def2-TZVPD RIJCOSX def2/J DEFGRID3
* xyz 0 1
O 1.25715 0.64743 -0.93196
C 0.23103 0.03405 -0.42485
C -0.19156 0.22860 0.94905
O 0.43388 1.01236 1.72640
C -0.47848 -0.87311 -1.27045
N -1.11153 -1.62545 -1.88270
H 1.64704 1.22076 -0.22946
H -0.45218 -0.86567 1.22807
H -1.33536 0.22104 0.83590
*
```

Computed properties:
Kohn-Sham gap (alpha / beta)	7.3 / 7.3	eV
LUMO level (alpha / beta)	-1.8 / -1.8	eV
E_HOMO (alpha / beta)	-9.14 / -9.14	eV

***

(ii)
Density functional theory data (ωB97M-V/def2-TZVPD) for a 2-piece molecular cluster, C3H3NO2 overall.

ORCA input file:
```
! wB97M-V def2-TZVPD RIJCOSX def2/J DEFGRID3
* xyz 0 1
O 2.24113 -0.53978 1.92510
C 1.68819 -0.29227 0.96091
C 0.30284 0.28378 -1.27662
N -0.78205 0.00763 -0.71289
C -1.48956 -0.02122 0.43298
O -0.96862 -0.26243 1.51303
H 0.80341 1.26316 -1.26581
H 0.78620 -0.49089 -1.88261
H -2.58154 0.05202 0.30591
*
```

Computed properties:
Kohn-Sham gap	10.2	eV
LUMO level	0.5	eV
E_HOMO	-9.69	eV

***

The structure with the least stability is (i).